# C45H84Br2ClFN12O13PS

A structure of composition C45H84Br2ClFN12O13PS at a distorted geometry (the ωB97M-V functional and the def2-TZVPD basis, the OMol25 dataset).

Its energy is -267967.954 eV. The value obtained for the HOMO-LUMO gap is 6.10 eV. Its LUMO energy is -3.635 eV. The HOMO energy is -9.73 eV. The net charge is +1.

Each line ends with the Mulliken charge.
Geometry (Å):
1 C -7.727 -2.579 -0.033  -0.81
2 O -6.905 -1.748 -0.837  -0.29
3 C -7.013 -2.160 -2.195  -1.15
4 C -5.765 -1.783 -3.025  -0.22
5 C -5.000 -3.081 -3.406  -1.23
6 N -3.519 -2.978 -3.389  1.23
7 C -2.901 -2.306 -4.535  -0.70
8 O -2.900 -2.851 -5.602  -0.41
9 N -2.327 -1.014 -4.380  0.56
10 C -3.251 0.043 -4.679  0.33
11 O -3.569 0.322 -5.798  -0.44
12 F -3.703 0.724 -3.628  -0.19
13 C -2.788 -3.478 -2.429  -1.58
14 N -3.368 -4.187 -1.317  0.34
15 P -4.032 -3.206 0.010  0.08
16 O -3.925 -1.655 -0.498  -0.39
17 Cl -2.731 -3.301 1.662  -0.27
18 C -2.363 -5.199 -0.939  -0.60
19 O -2.829 -6.396 -1.591  -0.56
20 C -0.965 -4.745 -1.629  1.51
21 C -0.077 -4.367 -0.381  -1.62
22 C 1.449 -4.286 -0.642  0.01
23 C 2.288 -4.480 0.669  -1.18
24 S 2.681 -6.200 1.101  -0.21
25 C -0.543 -5.999 -2.393  -0.66
26 Br 0.212 -7.379 -1.274  0.00
27 C -0.660 -6.275 -3.693  0.51
28 C -1.296 -5.311 -4.668  -0.63
29 Br -0.049 -7.926 -4.432  -0.14
30 N -1.446 -3.532 -2.272  1.24
31 C -0.601 -2.380 -2.425  0.75
32 C -0.757 -1.132 -1.844  -0.45
33 C 0.148 -0.130 -2.166  -0.67
34 C 1.192 -0.328 -3.033  -1.33
35 C 1.375 -1.579 -3.585  -0.74
36 C 0.482 -2.565 -3.280  -0.53
37 H -7.238 -3.544 0.186  0.32
38 H -8.683 -2.826 -0.523  0.38
39 H -7.978 -2.079 0.908  0.24
40 H -7.195 -3.250 -2.195  0.47
41 H -7.931 -1.722 -2.621  0.41
42 H -5.147 -1.019 -2.549  0.30
43 H -6.146 -1.343 -3.956  0.57
44 H -5.303 -3.962 -2.836  0.74
45 H -5.261 -3.312 -4.448  0.56
46 H -1.500 -0.943 -4.968  0.28
47 H -3.823 -1.041 0.245  0.32
48 H -2.347 -5.505 0.108  0.50
49 H -3.781 -6.272 -1.677  0.44
50 H -0.382 -3.403 0.038  0.52
51 H -0.203 -5.137 0.390  0.58
52 H 1.800 -5.018 -1.381  0.53
53 H 1.743 -3.295 -1.016  -0.01
54 H 1.766 -3.941 1.469  0.36
55 H 3.251 -3.999 0.470  0.49
56 H 1.463 -6.707 1.400  0.09
57 H -1.195 -5.675 -5.695  0.62
58 H -2.376 -5.221 -4.482  0.11
59 H -0.886 -4.301 -4.638  -0.15
60 H -1.574 -0.939 -1.153  0.63
61 H 0.029 0.869 -1.753  0.68
62 H 1.892 0.454 -3.314  0.48
63 H 2.183 -1.841 -4.256  0.61
64 H 0.623 -3.550 -3.725  0.25
65 C 2.587 1.356 -0.392  0.41
66 O 2.507 0.185 -0.054  -0.60
67 N 3.145 2.330 0.331  0.26
68 C 3.207 3.708 -0.118  -0.72
69 C 3.711 1.982 1.628  -0.83
70 H 2.190 1.709 -1.362  -0.05
71 H 4.250 4.022 -0.178  0.30
72 H 2.682 4.338 0.600  0.12
73 H 2.745 3.818 -1.100  0.31
74 H 4.491 1.232 1.489  0.33
75 H 2.935 1.555 2.256  0.15
76 H 4.129 2.863 2.110  0.39
77 C 3.260 -1.770 4.332  0.14
78 O 3.768 -0.802 3.795  -0.67
79 N 3.792 -3.004 4.365  0.23
80 C 3.122 -4.115 5.025  -1.01
81 C 5.074 -3.227 3.720  -1.01
82 H 2.286 -1.706 4.848  0.33
83 H 3.765 -4.504 5.816  0.38
84 H 2.931 -4.905 4.294  0.26
85 H 2.184 -3.797 5.454  0.40
86 H 5.829 -2.581 4.171  0.33
87 H 4.999 -2.978 2.660  0.25
88 H 5.371 -4.267 3.830  0.39
89 C 3.009 6.597 3.055  0.08
90 O 3.483 5.559 2.618  -0.57
91 N 1.769 6.729 3.543  0.18
92 C 1.262 7.992 4.050  -0.76
93 C 0.897 5.565 3.565  -0.97
94 H 3.588 7.536 3.082  0.26
95 H 0.979 7.872 5.098  0.32
96 H 0.386 8.281 3.473  0.22
97 H 2.019 8.771 3.972  0.31
98 H 1.355 4.777 4.167  0.36
99 H 0.760 5.187 2.551  0.21
100 H -0.069 5.833 3.985  0.39
101 C 2.186 -1.947 -6.985  0.30
102 O 1.873 -0.842 -6.576  -0.65
103 N 3.346 -2.244 -7.593  0.08
104 C 3.655 -3.584 -8.057  -0.92
105 C 4.323 -1.184 -7.791  -0.95
106 H 1.516 -2.819 -6.884  0.23
107 H 4.556 -3.944 -7.557  0.35
108 H 3.826 -3.566 -9.134  0.35
109 H 2.833 -4.263 -7.839  0.29
110 H 4.608 -0.765 -6.825  0.28
111 H 3.882 -0.390 -8.394  0.30
112 H 5.203 -1.577 -8.292  0.40
113 C -1.565 2.196 2.598  -0.11
114 O -1.055 3.131 2.012  -0.58
115 N -1.028 0.964 2.704  0.39
116 C -1.688 -0.107 3.409  -0.76
117 C 0.260 0.705 2.080  -0.59
118 H -2.542 2.288 3.104  0.29
119 H -1.057 -0.462 4.227  0.34
120 H -1.853 -0.914 2.699  0.11
121 H -2.642 0.226 3.816  0.33
122 H 1.004 1.379 2.498  0.14
123 H 0.185 0.894 1.010  0.05
124 H 0.567 -0.324 2.247  0.34
125 C -2.583 8.804 2.792  0.07
126 O -1.760 8.309 3.541  -0.55
127 N -2.604 8.636 1.460  0.20
128 C -3.608 9.254 0.620  -0.92
129 C -1.578 7.803 0.845  -0.55
130 H -3.397 9.450 3.163  0.24
131 H -4.167 8.479 0.089  0.32
132 H -3.123 9.908 -0.107  0.30
133 H -4.300 9.842 1.220  0.30
134 H -1.634 6.795 1.261  0.33
135 H -0.599 8.217 1.064  0.13
136 H -1.723 7.764 -0.231  0.16
137 C 1.486 9.342 -1.327  0.12
138 O 0.737 9.280 -0.370  -0.60
139 N 1.111 9.196 -2.613  0.11
140 C 2.058 9.283 -3.707  -0.94
141 C -0.288 8.943 -2.909  -0.87
142 H 2.566 9.530 -1.211  0.28
143 H 1.769 10.095 -4.377  0.34
144 H 2.061 8.343 -4.264  0.33
145 H 3.061 9.475 -3.330  0.29
146 H -0.897 9.766 -2.528  0.28
147 H -0.605 8.023 -2.415  0.23
148 H -0.433 8.850 -3.982  0.38
149 C 1.822 -4.530 7.988  0.21
150 O 1.250 -4.793 6.944  -0.68
151 N 1.770 -5.272 9.105  0.11
152 C 2.480 -4.898 10.314  -0.91
153 C 0.975 -6.489 9.099  -0.94
154 H 2.451 -3.629 8.095  0.26
155 H 3.185 -5.687 10.582  0.34
156 H 1.766 -4.763 11.129  0.34
157 H 3.027 -3.969 10.165  0.31
158 H 1.347 -7.164 8.328  0.29
159 H -0.064 -6.245 8.872  0.30
160 H 1.031 -6.976 10.070  0.38